# 1
24
Properties=species:S:1:pos:R:3 method="wB97M-V/def2-TZVPD" homo_ha=-0.2902 lumo_energy_ev=0.0 de_lowest_ev=4.9771 max_force_ev_per_a=9.46
N 1.051 2.475 0.271
C 0.097 1.701 -0.613
C -0.221 0.446 0.140
O 0.430 0.106 1.141
N -1.306 -0.390 -0.022
C -2.067 -0.308 -1.299
C -1.404 -1.402 -2.440
O -0.432 -0.610 -3.037
H 0.559 3.296 0.640
H 1.871 2.649 -0.243
H 1.451 2.000 1.033
H -0.187 2.224 -1.510
H -1.601 -1.203 0.683
H -3.130 -0.804 -1.027
H -2.162 0.715 -1.566
H -2.277 -1.397 -3.109
H -1.031 -2.315 -1.777
H 0.159 -0.303 -2.257
O 1.673 -2.328 1.118
H 1.814 -1.975 0.201
H 1.410 -1.499 1.480
O 1.359 0.448 3.802
H 1.191 0.807 2.911
H 1.057 -0.343 3.872

# 2
22
Properties=species:S:1:pos:R:3 method="wB97M-V/def2-TZVPD" homo_ha=-0.3360 lumo_energy_ev=0.6 de_lowest_ev=2.4220 max_force_ev_per_a=5.20
N 1.005 -1.044 2.871
C 0.267 0.148 2.445
N 0.062 0.166 1.022
C 1.375 -0.010 0.203
C 0.925 0.467 -1.189
C 0.617 -0.744 -2.121
S -1.135 -0.936 -2.842
H 1.225 -1.666 2.020
H 1.741 -0.932 3.450
H -0.775 0.044 2.853
H 0.662 1.055 2.887
H -0.506 -0.726 0.734
H 2.126 0.758 0.629
H 1.614 -1.037 0.316
H -0.008 1.080 -1.357
H 1.595 1.081 -1.782
H 1.248 -0.632 -2.954
H 0.730 -1.680 -1.498
H -1.100 -2.104 -2.151
O -1.696 2.798 1.939
H -1.444 2.270 1.099
H -1.953 2.057 2.437

# 3
22
Properties=species:S:1:pos:R:3 method="wB97M-V/def2-TZVPD" homo_ha=-0.3073 lumo_energy_ev=-4.3 de_lowest_ev=5.0760 max_force_ev_per_a=2.25
N -0.689 -0.038 0.086
C -0.658 0.430 1.467
C -2.010 1.012 1.822
S -1.069 0.545 -3.523
C -0.072 -0.576 2.456
N 1.442 -0.666 2.298
C 2.078 -1.208 1.118
H -1.613 -0.139 -0.303
H 0.070 0.206 -0.542
H 0.095 1.239 1.531
H -2.803 0.416 1.335
H -2.309 0.964 2.868
H -2.191 2.021 1.472
H -0.679 -1.468 2.253
H -0.113 -0.298 3.508
H 1.789 -1.143 3.124
H 2.661 -0.400 0.662
H 1.334 -1.458 0.353
H 2.672 -2.112 1.248
H 0.688 0.098 -2.451
H 1.877 0.902 -2.316
O 1.450 0.176 -1.833

# 4
21
Properties=species:S:1:pos:R:3 method="wB97M-V/def2-TZVPD" homo_ha="-0.3142 / -0.4811" lumo_energy_ev="-3.8 / -8.7" spin_multiplicity=3 total_charge=+1 de_lowest_ev=3.7713 max_force_ev_per_a=7.17
C -2.852 -1.386 -0.383
C -0.481 1.640 0.084
C -2.391 0.068 -0.212
C -0.137 -0.619 0.128
N 2.721 0.290 0.795
N -0.975 0.305 -0.074
P 3.768 -0.191 -0.210
H -3.845 -1.545 0.105
H -3.039 -1.637 -1.408
H -2.035 -2.042 -0.059
H -0.442 1.840 1.152
H 0.560 1.649 -0.368
H -1.231 2.372 -0.386
H -2.612 0.580 0.773
H -2.824 0.738 -1.046
H 0.980 -0.452 0.269
H -0.258 -1.684 -0.002
H 2.949 0.478 1.701
H 5.177 0.280 -0.229
H 3.389 0.167 -1.410
H 3.749 -1.612 -0.373